113
Properties=species:S:1:pos:R:3 method="wB97M-V/def2-TZVPD" homo_lumo_gap_ev=6.748 total_charge=-1 homo_energy_ev=-4.3 spin_multiplicity=1
Mg -0.73715 0.72835 -0.30715
C -3.56037 -1.83574 0.76716
Si -1.73065 -1.28571 0.99140
C -0.81624 -2.96896 0.82184
C -1.00985 -3.91742 1.83393
C -0.54881 -5.21763 1.72689
C 0.09973 -5.61360 0.56361
C 0.31160 -4.69281 -0.44857
C -0.10249 -3.35959 -0.33274
P 0.30496 -2.01242 -1.54473
C 2.01004 -2.31595 -2.25103
C 3.00373 -1.66965 -1.28502
C 4.42619 -1.61481 -1.82462
C 4.91980 -2.99063 -2.25617
C 3.93757 -3.62659 -3.23464
C 2.54336 -3.70807 -2.61560
C -0.81242 -2.12376 -3.03875
C -0.52533 -3.09224 -4.18973
C -1.07078 -4.50240 -3.98710
C -2.56243 -4.46048 -3.66711
C -2.81893 -3.59992 -2.43443
C -2.29469 -2.17856 -2.63507
C -1.58050 -0.83892 2.86105
C -2.60430 -1.11398 3.77341
C -2.63650 -0.56871 5.04809
C -1.64029 0.31197 5.43800
C -0.59131 0.57657 4.57114
C -0.52661 -0.01687 3.31093
P 0.93161 0.16567 2.21072
C 1.90176 1.54835 2.99455
C 2.85282 2.16675 1.96061
C 3.47935 3.45694 2.48089
C 4.19902 3.23881 3.80726
C 3.25841 2.61576 4.83394
C 2.66562 1.31078 4.30569
C 1.80542 -1.44808 2.57066
C 1.62712 -2.05844 3.96491
C 2.21858 -3.46581 4.01100
C 3.69114 -3.46688 3.61433
C 3.88039 -2.83990 2.23686
C 3.29084 -1.43027 2.19105
H -4.09919 -2.01491 1.70038
H -3.61464 -2.76021 0.18692
H -4.11164 -1.07059 0.21589
H -1.54449 -3.62166 2.73285
H -0.70728 -5.92224 2.53566
H 0.43813 -6.63631 0.44354
H 0.79575 -5.02986 -1.34986
H 1.97894 -1.71333 -3.17317
H 2.98742 -2.26604 -0.36987
H 2.66252 -0.67114 -1.00094
H 5.09208 -1.18189 -1.07159
H 4.45507 -0.94019 -2.69144
H 5.00903 -3.63621 -1.37357
H 5.91784 -2.92040 -2.69710
H 4.27660 -4.62808 -3.51465
H 3.89862 -3.03650 -4.15829
H 2.62503 -4.30216 -1.70209
H 1.86346 -4.24310 -3.28077
H -0.65429 -1.12299 -3.44618
H 0.54199 -3.11428 -4.41120
H -0.99943 -2.67142 -5.08588
H -0.54404 -5.00151 -3.17082
H -0.88950 -5.09747 -4.88783
H -2.95552 -5.47066 -3.52239
H -3.09631 -4.03214 -4.52481
H -2.32959 -4.06293 -1.57327
H -3.88699 -3.56868 -2.20150
H -2.46358 -1.56690 -1.74718
H -2.87212 -1.69794 -3.43386
H -3.42279 -1.75874 3.47439
H -3.45337 -0.80576 5.72044
H -1.67246 0.78739 6.41125
H 0.17681 1.26733 4.88918
H 1.11820 2.29578 3.18499
H 2.31775 2.35630 1.02934
H 3.64172 1.44220 1.71822
H 2.68341 4.19716 2.60914
H 4.16266 3.86711 1.73226
H 4.60645 4.18177 4.18180
H 5.05263 2.56603 3.65405
H 2.44404 3.31804 5.04955
H 3.77935 2.43652 5.77898
H 2.03902 0.84380 5.06578
H 3.48477 0.61120 4.12369
H 1.30256 -2.12881 1.87091
H 0.56852 -2.09168 4.22609
H 2.11876 -1.42862 4.71644
H 1.65698 -4.10308 3.31656
H 2.09147 -3.89783 5.00768
H 4.09128 -4.48441 3.62818
H 4.26530 -2.89233 4.35232
H 3.37927 -3.47011 1.49314
H 4.94064 -2.81563 1.96653
H 3.43465 -0.97459 1.21061
H 3.84286 -0.80689 2.89785
C 0.56582 3.56512 -2.92079
C 0.77751 2.08698 -2.63337
C 2.02429 1.55000 -3.32262
O 0.93733 1.89605 -1.20490
C -0.47717 1.29938 -3.10351
O -0.61510 1.13505 -4.31477
O -1.27103 0.91460 -2.18240
H 1.44124 4.13983 -2.60717
H -0.30711 3.94267 -2.38363
H 0.40847 3.70869 -3.98903
H 2.89039 2.16803 -3.07581
H 1.87272 1.53660 -4.40040
H 2.22093 0.52721 -2.98610
H 0.92741 2.76514 -0.77708
Se 0.19396 5.17015 0.87839
C -0.57537 3.54159 0.89862
N -0.99441 2.45363 0.89592

---

127
Properties=species:S:1:pos:R:3 method="wB97M-V/def2-TZVPD" homo_lumo_gap_ev="6.103 / 4.611" homo_energy_ev="-6.8 / -6.8" spin_multiplicity=2
Ir 0.21900 -0.10412 0.40431
C 0.06503 -3.17631 -3.40726
C -1.42989 -3.25625 -3.13041
C -1.78034 -4.61681 -2.53497
P -1.97526 -1.90304 -1.95090
C -3.85168 -1.96238 -2.22593
C -4.43253 -0.59190 -1.90813
C -4.35675 -2.43111 -3.58566
C -1.46459 -0.41018 -2.88879
C -1.22834 -0.34667 -4.25668
C -0.78082 0.81990 -4.85037
C -0.56554 1.95509 -4.08190
C -0.81556 1.92290 -2.72890
C -1.26226 0.74551 -2.10835
N -1.52863 0.71971 -0.75159
C -2.35793 1.66288 -0.23821
C -3.21265 2.43289 -1.05742
C -4.10770 3.32840 -0.52758
C -4.21380 3.49420 0.84579
C -3.40294 2.74313 1.67623
C -2.47376 1.84811 1.16294
P -1.32401 0.90550 2.20559
C -2.43518 -0.44640 2.91035
C -3.33694 -0.92024 1.77522
C -3.27901 -0.12435 4.13960
C -1.09761 2.06456 3.66921
C -0.14123 1.48207 4.70548
C -0.62422 3.45008 3.24267
H 0.33810 -3.90646 -4.17013
H 0.35867 -2.19114 -3.75929
H 0.62403 -3.37582 -2.49432
H -1.97258 -3.12770 -4.07069
H -1.18772 -4.78761 -1.63456
H -2.83210 -4.67873 -2.26376
H -1.56371 -5.41215 -3.24702
H -4.20751 -2.67033 -1.46622
H -4.16718 0.11405 -2.69356
H -5.51839 -0.65212 -1.83998
H -4.04664 -0.21511 -0.96495
H -3.93595 -1.83336 -4.39151
H -4.13557 -3.47943 -3.76639
H -5.44018 -2.31492 -3.61229
H -1.40883 -1.20409 -4.88727
H -0.60172 0.84121 -5.91411
H -0.20678 2.86614 -4.54093
H -0.66203 2.80237 -2.11684
H -3.17566 2.29975 -2.12627
H -4.73722 3.90267 -1.19064
H -4.92497 4.19310 1.26099
H -3.49788 2.87010 2.74556
H -1.74193 -1.25618 3.17293
H -4.11541 -0.18265 1.57823
H -2.75690 -1.06557 0.86092
H -3.81745 -1.85978 2.04294
H -3.88779 -0.99714 4.37852
H -2.66513 0.10036 5.00755
H -3.95633 0.70718 3.95422
H -2.09011 2.16683 4.11899
H -0.27945 0.41058 4.82677
H -0.30146 1.96173 5.66992
H 0.88933 1.65540 4.40611
H 0.40889 3.42012 2.90630
H -1.23312 3.85291 2.43554
H -0.68399 4.13462 4.08958
S 1.86441 -0.32170 2.60849
S 3.27381 0.98524 2.16440
S 2.41145 2.82575 1.45259
S 1.01741 2.47059 0.09674
N 1.79433 -1.04682 -0.64075
P 3.17549 -0.90663 -1.33753
N 3.37147 -1.97850 -2.67597
C 3.60541 -3.33425 -2.22249
C 3.38189 -4.38904 -3.30992
C 3.92726 -3.93694 -4.67343
C 4.87637 -2.76162 -4.48761
C 4.08205 -1.60302 -3.89649
N 4.50585 -1.12943 -0.32369
C 5.88373 -0.92770 -0.74437
C 6.79466 -2.04602 -0.23908
C 6.81431 -2.06886 1.29588
C 5.46674 -1.59150 1.85301
C 4.35715 -1.93883 0.87085
N 3.49713 0.56275 -2.10062
C 2.46812 0.97296 -3.03554
C 3.10485 1.84187 -4.11290
C 3.69014 3.11996 -3.48706
C 3.74467 3.00181 -1.96286
C 4.29051 1.64403 -1.54017
H 2.92529 -3.50860 -1.38025
H 4.63198 -3.44388 -1.83792
H 2.32316 -4.61999 -3.39524
H 3.89130 -5.29825 -2.98658
H 3.10970 -3.60541 -5.31761
H 4.42133 -4.76900 -5.17698
H 5.29477 -2.44489 -5.44430
H 5.70902 -3.03824 -3.84111
H 3.33808 -1.29970 -4.64623
H 4.74049 -0.74628 -3.71980
H 6.26032 0.02281 -0.33983
H 5.91676 -0.86878 -1.83477
H 7.80047 -1.88371 -0.63226
H 6.44454 -3.01015 -0.61504
H 7.61415 -1.42653 1.66774
H 7.02366 -3.08534 1.63592
H 5.47583 -0.51014 1.99976
H 5.25655 -2.05000 2.81860
H 3.37045 -1.73606 1.28733
H 4.40752 -3.01644 0.64920
H 1.66393 1.52562 -2.53766
H 2.02514 0.06432 -3.44823
H 2.35952 2.07596 -4.87192
H 3.89712 1.27242 -4.59794
H 3.08079 3.98448 -3.75353
H 4.69410 3.30393 -3.87671
H 2.74314 3.12695 -1.55272
H 4.37054 3.78588 -1.53528
H 4.31507 1.55952 -0.44831
H 5.32685 1.55588 -1.89865
C 1.36140 -3.84954 1.62600
Te -0.08226 -2.90550 0.30050
C -1.65776 -3.97082 1.36852
H 1.39524 -3.37683 2.60018
H 2.32970 -3.75881 1.14880
H 1.11713 -4.90274 1.73533
H -1.59989 -5.03788 1.17661
H -2.62480 -3.60699 1.04627
H -1.53600 -3.80275 2.43281

---

10
Properties=species:S:1:pos:R:3 method="wB97M-V/def2-TZVPD" smiles="C#C[C@@H](O)C=O" homo_lumo_gap_ev=10.764 homo_energy_ev=-10.2 spin_multiplicity=1
O -0.93665 1.66628 0.42921
C -0.25934 0.48394 0.68418
C -0.83306 -0.66073 -0.16580
O -1.36775 -0.39606 -1.21474
C 1.10876 0.27820 0.13725
C 1.92606 -0.42979 -0.40291
H -1.35351 1.54332 -0.44279
H -0.24899 0.29854 1.76282
H -0.60126 -1.69226 0.15415
H 2.56574 -1.09144 -0.94136

---

23
Properties=species:S:1:pos:R:3 method="wB97M-V/def2-TZVPD" smiles=CC(C)C[C@@H](C)[NH3+] homo_lumo_gap_ev=11.667 total_charge=+1 homo_energy_ev=-15.0 spin_multiplicity=1
C 2.53613 0.47681 0.39047
C 1.17794 -0.01017 -0.04850
C 0.00556 0.97046 0.24681
C -1.40152 0.55444 -0.23872
C -1.38584 0.31704 -1.74720
C -1.99839 -0.60665 0.54895
N 0.91641 -1.33939 0.67662
H 3.23387 -0.36053 0.26876
H 2.59006 0.65998 1.47060
H 2.84869 1.39518 -0.09436
H 1.14617 -0.22817 -1.11445
H 0.08916 1.00995 1.34446
H 0.17094 1.99930 -0.05636
H -1.91653 1.47888 0.05344
H -0.83514 -0.59464 -1.98220
H -2.37845 0.25861 -2.18851
H -0.85922 1.15769 -2.20129
H -3.05468 -0.53301 0.80440
H -1.54812 -0.67880 1.54785
H -1.91371 -1.62206 0.13036
H 1.66947 -2.02557 0.64386
H 0.05971 -1.81556 0.38192
H 0.81458 -0.97906 1.62245

---

48
Properties=species:S:1:pos:R:3 method="wB97M-V/def2-TZVPD" smiles=CCCCNCCN.O.O.O.O.O.O.O.O homo_lumo_gap_ev=9.441 homo_energy_ev=-9.3 spin_multiplicity=1
C 0.26399 0.50110 -0.02067
N -1.10842 0.34410 -0.06927
C -1.79784 0.26857 -1.34138
C -2.92225 -0.90871 -1.15572
N -2.26959 -2.19070 -1.45420
C 0.71522 1.32780 1.28881
C 1.87653 -0.27617 2.85974
C 0.64421 0.56097 2.61273
H 0.84202 -0.40799 -0.12477
H 0.52257 1.05955 -0.99482
H -1.34055 -0.48176 0.48046
H -1.36689 0.11105 -2.35993
H -2.36461 1.19186 -1.49137
H -3.45783 -0.77019 -0.17862
H -3.68506 -0.87184 -1.94111
H -2.89905 -3.01042 -1.48839
H -1.49477 -2.56054 -0.85510
H 1.74528 1.63382 1.28058
H 0.00759 2.19135 1.04120
H 2.11144 -0.47407 3.89745
H 1.88442 -1.28731 2.21633
H 2.75489 0.20814 2.43429
H 0.44712 1.21114 3.53864
H -0.30071 -0.06571 2.57677
H 0.37538 -3.59209 1.09835
H 0.17660 -3.68520 -0.41968
O -0.28261 -3.72252 0.38640
H 0.11162 -1.54949 -1.50155
H 0.03773 -2.06251 -2.97788
O 0.57316 -2.08220 -2.20222
H 2.19235 3.01400 -2.13852
H 1.43988 2.13949 -3.00069
O 2.44883 2.38662 -2.81523
H -0.42092 2.58750 -0.75883
H -0.95535 3.98901 -1.21700
O -0.14170 3.42086 -1.28375
H -3.29083 1.88454 1.23855
H -1.80880 1.35175 1.27238
O -2.48263 1.94735 1.72796
H -2.21479 -1.51588 3.33237
H -2.14323 -2.25868 2.14079
O -2.49281 -1.41615 2.43991
H 2.17372 -1.04570 -2.06633
H 2.80131 0.31100 -2.55192
O 2.78219 -0.38801 -1.72917
H 3.83502 0.21987 0.27167
H 4.08649 1.68958 -0.37019
O 4.39172 1.07281 0.37293

---

15
Properties=species:S:1:pos:R:3 method="wB97M-V/def2-TZVPD" homo_lumo_gap_ev=10.060 total_charge=+1 homo_energy_ev=-13.3 spin_multiplicity=1
N -0.02442 -0.23669 2.14247
C -0.81267 -0.27474 1.10006
N -2.10604 -0.07558 1.14272
H -0.36931 -0.01590 3.06844
H 0.96961 -0.31121 1.99565
H -0.36834 -0.50746 0.14737
H -2.61719 -0.02796 0.27510
H -2.58122 0.24043 1.98198
N 1.15208 -0.90826 -1.62497
C 1.32033 0.46275 -1.58480
N 0.33037 1.23995 -1.39621
H 1.88163 -1.39571 -2.11877
H 0.23040 -1.17547 -1.96016
H 2.35786 0.78322 -1.68080
H 0.63690 2.20262 -1.48807